{
  "formula": "C13H26Cl6Cu2N2O5",
  "method": "ωB97M-V/def2-TZVPD",
  "lumo_ev": -2.002,
  "e_above_lowest_kcal_mol": 219.7,
  "e_tot_ha": -7038.3835,
  "gap_ev": 5.98,
  "fmax_ev_per_a": 16.2,
  "symbols": ["Cu", "Cu", "C", "O", "O", "O", "C", "O", "N", "C", "C", "H", "H", "H", "H", "H", "H", "H", "C", "O", "N", "C", "C", "H", "H", "H", "H", "H", "H", "H", "Cl", "C", "C", "Cl", "H", "H", "H", "H", "Cl", "C", "C", "Cl", "H", "H", "H", "H", "Cl", "C", "C", "Cl", "H", "H", "H", "H"],
  "xyz": [[-1.494, -1.054, 1.737], [0.382, 1.996, 0.860], [-0.312, 0.108, 0.142], [-0.669, 0.581, 1.224], [0.341, 0.762, -0.605], [-0.720, -1.021, -0.148], [-1.303, 2.269, 2.384], [-0.144, 2.678, 2.089], [-1.893, 2.569, 3.568], [-3.109, 1.843, 3.914], [-1.208, 3.474, 4.542], [-1.898, 1.640, 1.704], [-3.799, 2.571, 4.342], [-2.826, 1.094, 4.654], [-3.556, 1.228, 3.133], [-1.820, 4.336, 4.810], [-0.871, 2.918, 5.417], [-0.332, 3.914, 4.065], [3.086, 0.529, -1.158], [3.830, 0.790, -2.100], [3.384, -0.298, -0.085], [2.466, -0.562, 0.947], [4.773, -0.686, 0.212], [2.095, 0.993, -1.034], [2.500, 0.371, 1.509], [2.731, -1.456, 1.511], [1.420, -0.618, 0.643], [5.143, -0.188, 1.108], [4.920, -1.766, 0.234], [5.500, -0.269, -0.485], [-1.414, 2.730, -4.032], [-1.575, 1.323, -2.889], [-0.367, 0.396, -2.935], [-0.296, -0.496, -4.505], [-2.496, 0.765, -3.055], [-1.583, 1.698, -1.865], [-0.333, -0.308, -2.104], [0.618, 0.849, -2.832], [1.631, -2.778, -2.842], [1.151, -1.624, -1.539], [1.170, -2.470, -0.203], [2.778, -3.154, -0.078], [0.149, -1.273, -1.786], [1.825, -0.767, -1.539], [0.511, -3.337, -0.247], [0.924, -1.843, 0.654], [-4.311, -2.514, -1.192], [-2.596, -2.660, -1.481], [-2.094, -1.952, -2.763], [-2.520, -2.793, -4.287], [-2.254, -3.694, -1.529], [-2.123, -2.156, -0.638], [-1.021, -1.783, -2.664], [-2.395, -0.904, -2.781]],
  "mulliken_charge": [-0.0851, 0.4395, 1.6690, -0.8075, -0.7788, -0.1153, -0.0298, -1.0996, 0.1740, -0.9500, -0.8974, 0.3554, 0.3212, 0.3454, 0.3040, 0.3340, 0.3309, 0.2753, 0.4199, -0.6704, 0.4543, -2.6305, -1.0679, 0.3407, 0.6353, 0.3907, 0.5764, 0.3836, 0.2626, 0.3609, -0.2237, -0.1741, 0.9221, -0.1095, 0.3977, 0.0027, -2.2012, 0.5484, -0.1869, 4.2381, -0.1453, -0.1832, -2.5017, -1.1921, 0.3620, 0.5878, -0.2306, 0.7668, 1.9543, -0.1921, 0.4417, -0.7431, -0.9760, -0.4027]
}

***

{
  "formula": "C13H26MgN6O6",
  "method": "ωB97M-V/def2-TZVPD",
  "lumo_ev": [-0.917, -0.917],
  "e_above_lowest_kcal_mol": 11.9,
  "e_tot_ha": -1490.9013,
  "gap_ev": [4.57, 4.57],
  "fmax_ev_per_a": 3.9,
  "symbols": ["O", "H", "Mg", "N", "N", "N", "N", "O", "O", "O", "O", "C", "C", "C", "C", "C", "H", "H", "H", "C", "H", "H", "H", "C", "C", "H", "H", "H", "H", "H", "H", "H", "H", "C", "H", "H", "H", "O", "H", "H", "C", "N", "C", "C", "N", "C", "H", "H", "H", "H", "H", "H"],
  "xyz": [[1.842, -1.307, -4.823], [2.672, -1.439, -5.314], [0.348, -0.730, -0.030], [-1.386, -1.624, 0.728], [-0.980, -0.606, -1.586], [1.397, -0.628, 1.739], [2.034, 0.206, -0.617], [-1.469, -2.099, 1.932], [0.932, -1.016, 3.008], [2.286, 0.744, -1.907], [-0.715, 0.109, -2.613], [-2.263, -1.038, -1.360], [-2.476, -1.627, -0.080], [2.454, 0.160, 1.697], [2.771, 0.682, 0.374], [-3.749, -2.163, 0.439], [-4.026, -1.652, 1.363], [-3.643, -3.225, 0.667], [-4.543, -2.035, -0.286], [-3.259, -0.830, -2.423], [-2.880, -1.258, -3.352], [-3.407, 0.238, -2.595], [-4.206, -1.291, -2.175], [3.267, 0.504, 2.888], [3.868, 1.657, 0.159], [3.120, -0.252, 3.657], [3.000, 1.482, 3.299], [4.321, 0.537, 2.612], [3.672, 2.231, -0.745], [4.812, 1.118, 0.036], [3.973, 2.335, 1.007], [0.057, -1.471, 2.805], [1.467, 0.512, -2.427], [1.838, -2.228, -3.715], [0.788, -2.293, -3.406], [2.451, -1.845, -2.881], [2.196, -3.242, -3.977], [1.033, -2.745, 0.082], [1.603, -2.604, 0.881], [0.248, -3.219, 0.458], [-2.692, 3.246, 2.535], [-1.777, 2.672, 1.570], [-1.108, 3.350, 0.563], [-0.370, 2.422, -0.113], [-0.585, 1.197, 0.473], [-1.427, 1.343, 1.487], [-2.183, 3.997, 3.151], [-3.531, 3.729, 2.020], [-3.073, 2.449, 3.176], [-1.203, 4.412, 0.411], [0.295, 2.535, -0.961], [-1.793, 0.601, 2.168]],
  "mulliken_charge": [-0.5212, 0.2812, -0.1247, 1.0560, 1.1399, 0.3661, 0.5852, -1.0063, -0.5452, -0.5356, -0.8635, 0.3665, -0.1177, 0.4753, 0.6687, -1.5171, 0.2586, 0.2679, 0.4000, -1.6224, 0.2840, 0.2529, 0.4211, -1.6385, -1.8189, 0.4464, 0.3206, 0.4236, 0.4359, 0.3476, 0.4306, 0.4746, 0.4016, -0.2830, 0.0534, 0.1063, 0.3819, -0.6194, 0.3471, 0.3930, -0.8788, 0.1617, -0.5953, -0.7537, -0.0050, -0.3383, 0.3252, 0.3354, 0.2923, 0.4475, 0.4803, 0.3560]
}

***

{
  "formula": "C13H26NY",
  "method": "ωB97M-V/def2-TZVPD",
  "lumo_ev": -7.813,
  "e_above_lowest_kcal_mol": 0.0,
  "e_tot_ha": -603.4949,
  "total_charge": 2,
  "gap_ev": 7.99,
  "fmax_ev_per_a": 2.8,
  "symbols": ["C", "H", "H", "H", "C", "H", "H", "C", "H", "H", "H", "C", "C", "C", "C", "C", "C", "C", "C", "C", "C", "Y", "H", "H", "H", "H", "H", "H", "H", "H", "H", "H", "H", "H", "H", "H", "H", "N", "H", "H", "H"],
  "xyz": [[0.516, -0.937, 2.860], [0.341, -1.379, 3.845], [0.524, -1.792, 2.156], [-0.420, -0.296, 2.691], [1.832, -0.164, 2.868], [2.129, 0.140, 1.853], [1.711, 0.763, 3.441], [3.005, -0.947, 3.494], [3.923, -0.344, 3.490], [2.802, -1.216, 4.542], [3.222, -1.877, 2.950], [-1.115, 0.912, -1.730], [0.312, 0.770, -1.723], [0.618, -0.593, -1.383], [-0.624, -1.282, -1.156], [-1.694, -0.346, -1.357], [-3.147, -0.656, -1.351], [-0.775, -2.709, -0.769], [1.977, -1.188, -1.284], [1.283, 1.811, -2.150], [-1.868, 2.096, -2.239], [-0.371, 0.318, 0.544], [-1.787, -2.914, -0.408], [-0.587, -3.371, -1.624], [-0.069, -2.998, 0.020], [-3.356, -1.530, -0.726], [-3.741, 0.185, -0.971], [-3.519, -0.881, -2.365], [-1.315, 3.028, -2.052], [-2.036, 2.043, -3.330], [-2.863, 2.160, -1.774], [2.278, 1.611, -1.741], [1.382, 1.853, -3.248], [0.975, 2.811, -1.819], [2.082, -1.818, -0.392], [2.196, -1.827, -2.150], [2.748, -0.413, -1.242], [-1.505, 2.495, 1.028], [-1.071, 3.237, 0.473], [-1.512, 2.810, 2.005], [-2.482, 2.434, 0.723]],
  "mulliken_charge": [-0.7964, 0.4799, 0.2551, 0.1597, -0.0126, 0.2687, 0.3621, -1.4248, 0.3687, 0.3714, 0.3564, 0.4766, 0.2253, 0.7650, 0.6804, 0.1980, -1.7389, -1.4034, -1.3646, -1.7388, -1.3532, 1.3939, 0.3647, 0.3687, 0.2821, 0.3923, 0.3880, 0.3453, 0.3537, 0.3469, 0.3543, 0.3855, 0.3482, 0.3883, 0.3239, 0.3489, 0.3625, -0.7916, 0.2920, 0.3159, 0.3016]
}

***

{
  "formula": "C13H26OP2RuS",
  "method": "ωB97M-V/def2-TZVPD",
  "lumo_ev": [-2.793, -5.719],
  "e_above_lowest_kcal_mol": 149.5,
  "e_tot_ha": -1761.2915,
  "total_charge": 1,
  "multiplicity": 6,
  "gap_ev": [5.76, 6.03],
  "fmax_ev_per_a": 7.1,
  "symbols": ["Ru", "H", "H", "P", "P", "C", "H", "H", "H", "C", "H", "H", "H", "C", "H", "H", "H", "C", "H", "H", "H", "C", "H", "H", "H", "C", "H", "H", "H", "C", "O", "H", "S", "C", "C", "C", "C", "C", "C", "H", "H", "H", "H", "H"],
  "xyz": [[-0.408, -0.255, -1.270], [-3.526, -0.560, -2.280], [-3.527, 0.195, -2.272], [-0.169, -2.456, -1.348], [-0.171, 2.228, -1.305], [-0.328, 3.175, 0.295], [-0.099, 4.229, 0.147], [-1.351, 3.051, 0.682], [0.371, 2.748, 1.045], [1.449, 2.795, -1.940], [1.585, 2.383, -2.952], [1.489, 3.898, -1.974], [2.261, 2.416, -1.300], [-1.383, 3.050, -2.378], [-2.396, 2.923, -1.968], [-1.160, 4.130, -2.466], [-1.345, 2.588, -3.377], [1.505, -3.041, -1.866], [1.539, -4.139, -1.970], [1.758, -2.563, -2.825], [2.240, -2.718, -1.114], [-0.505, -3.503, 0.140], [-1.561, -3.384, 0.430], [-0.291, -4.571, -0.046], [0.120, -3.141, 0.970], [-1.260, -3.243, -2.626], [-1.112, -2.722, -3.585], [-1.033, -4.316, -2.751], [-2.314, -3.129, -2.324], [-1.119, -0.165, 0.635], [-1.610, -0.179, 1.715], [1.109, -0.158, -0.456], [0.216, 0.959, 0.283], [0.819, 0.619, 2.041], [1.678, -0.395, 2.437], [1.856, -0.629, 3.818], [1.172, 0.120, 4.777], [0.305, 1.131, 4.373], [0.131, 1.363, 3.014], [2.172, -1.037, 1.714], [2.503, -1.432, 4.160], [1.274, -0.079, 5.840], [-0.263, 1.704, 5.102], [-0.622, 2.110, 2.773]],
  "lowdin_spin": [2.2362, 0.0153, 0.0145, 0.1339, 0.2779, 0.1074, 0.0143, 0.0124, 0.0185, 0.0459, 0.0076, 0.0056, 0.0018, 0.0688, 0.0011, 0.0086, 0.0033, 0.0320, 0.0045, 0.0047, 0.0017, 0.0124, 0.0004, 0.0022, 0.0005, 0.0384, 0.0066, 0.0053, 0.0009, 0.4109, 0.3361, 0.1228, 0.7396, 0.1962, 0.0424, 0.0104, 0.0125, 0.0072, 0.0281, 0.0045, 0.0018, 0.0008, 0.0007, 0.0034]
}